1.
Entry from the Open Molecules 2025 dataset: FH3P2S in the gas phase (the ωB97M-V functional and the def2-TZVPD basis).

Results
SMILES: F[P@@H](P)=S
DFT total energy (a.u.): -1182.55241
F_max (eV Å⁻¹): 3.7
Relative energy (zero: lowest compared OMol25 entry of this formula, charge and spin) (kcal/mol): 7.9
Molar mass (g mol⁻¹): 116.0
Orbital gap (eV): 8.71

The geometry in XYZ format:
```
7
Properties=species:S:1:pos:R:3:forces:R:3
F -0.600608 -1.455403 0.896132 0.66 1.65 -0.30
P 1.378879 0.097153 -0.822252 -0.64 -0.18 -0.72
P -0.292491 0.160532 0.661864 -2.93 -0.61 2.21
S -1.933638 1.182344 0.275217 1.40 -0.66 -0.38
H 0.437017 0.699460 -1.749299 0.61 -0.23 0.49
H 1.159628 -1.239970 -1.399086 -0.10 0.88 0.84
H -0.148788 0.555884 2.137424 1.00 -0.86 -2.15
```
Forces are in eV/Å.

---

2.
Entry from the Open Molecules 2025 dataset: 2 unconnected molecules or ions with the total composition FH3P2S2 (the ωB97M-V functional and the def2-TZVPD basis).

Results
DFT total energy (a.u.): -1580.67445
F_max (eV Å⁻¹): 2.9
Relative energy (zero: lowest compared OMol25 entry of this formula, charge and spin) (kcal/mol): 69.7
Molar mass (g mol⁻¹): 148.1
Orbital gap (spin up / spin down) (eV): 7.66 / 5.81

The geometry in XYZ format:
```
8
Properties=species:S:1:pos:R:3:forces:R:3
F -2.883295 0.587504 -2.012802 0.96 -1.10 2.48
P -0.716661 1.225242 0.186183 -0.32 0.51 -1.44
P -2.291783 -0.179199 -0.547525 -0.28 1.28 -2.53
S -3.596667 -0.416376 0.797317 -0.71 -0.17 0.43
S 0.108150 -2.535011 0.453522 -0.01 -0.63 0.58
H -0.138088 1.280063 -1.162333 -0.14 -0.11 0.98
H -0.042048 0.076818 0.581342 0.51 -0.25 0.13
H 0.003896 -3.327751 1.572865 -0.01 0.47 -0.65
```
Forces are in eV/Å.